# C60H68F10GeN5OP2Si2Y

A molecular structure, C60H68F10GeN5OP2Si2Y (wB97M-V/def2-TZVPD, OMol25).

Output
Electronic energy ... -191892.9841 eV
Molecular weight ... 1344.854 g mol⁻¹
LUMO ... 3.8 eV
Gap between HOMO and LUMO ... 0.2194 Ha
HOMO level ... -2.170 eV
Net charge ... -2

Each line ends with the Löwdin charge.
CARTESIAN COORDINATES (ANGSTROEM)
Y -0.32485 0.80230 0.62376  1.51
C 0.19590 4.82182 2.25146  -0.12
N -0.47112 3.56933 2.55683  -0.22
C -1.90105 3.78148 2.76283  -0.18
C -2.76233 2.55611 2.40563  -0.23
N -2.57522 2.13256 1.03469  -0.03
C -3.40625 2.53445 0.10292  -0.25
C -4.52595 3.43698 0.18204  -0.13
F -4.73291 4.22870 1.28310  0.03
C -5.43514 3.61381 -0.83665  -0.16
F -6.48716 4.45266 -0.65191  0.07
C -5.29524 2.97257 -2.05973  -0.16
F -6.22085 3.12275 -3.04685  0.06
C -4.15367 2.19367 -2.24696  -0.18
F -3.92995 1.62909 -3.45148  0.10
C -3.25903 2.01283 -1.22471  -0.17
F -2.13249 1.28351 -1.48948  -0.01
C 0.23538 2.98379 3.68630  -0.21
C -0.35607 1.74307 4.33484  -0.26
N -0.46355 0.58461 3.46993  -0.01
C -0.62305 -0.55858 4.10526  -0.25
C -0.84295 -0.78147 5.50623  -0.13
F -1.12707 0.23977 6.37517  0.03
C -0.84023 -2.02985 6.08950  -0.16
F -1.00692 -2.12320 7.43286  0.08
C -0.68350 -3.18292 5.34153  -0.16
F -0.64412 -4.41072 5.92596  0.06
C -0.59372 -3.03992 3.95540  -0.18
F -0.53629 -4.16735 3.21170  0.08
C -0.57908 -1.79359 3.38281  -0.18
F -0.53961 -1.68227 2.02985  -0.02
H 0.16635 5.52499 3.10614  0.08
H 1.23900 4.61795 2.01215  0.07
H -0.26540 5.29950 1.38990  0.08
H -2.12135 4.09791 3.79968  0.12
H -2.21015 4.59687 2.10234  0.11
H -2.47981 1.70889 3.02879  0.08
H -3.80583 2.80535 2.63476  0.11
H 1.24073 2.73902 3.33455  0.09
H 0.33378 3.73170 4.50609  0.12
H 0.32568 1.51553 5.16736  0.11
H -1.32197 2.01053 4.78289  0.10
C -4.72553 -3.17035 -0.06979  -0.17
Si -3.87417 -1.59261 0.65673  0.39
C -5.18200 -0.21281 0.40513  -0.16
C -3.81627 -1.92472 2.54418  -0.16
N -2.34683 -1.08463 0.08004  -0.29
P -1.29088 -1.65185 -0.98930  0.66
C 0.24943 -0.82719 -1.01815  -0.53
P 1.62321 -1.59699 -0.27873  0.65
N 2.00663 -1.34796 1.24543  -0.26
Si 3.04614 -1.73261 2.53520  0.37
C 4.94445 -1.94429 2.17991  -0.20
C 2.69079 -3.32529 3.56489  -0.18
C 2.86335 -0.28502 3.77115  -0.17
C 1.84423 -3.35765 -0.78210  -0.25
C 1.40523 -3.77622 -2.02930  -0.12
C 1.66739 -5.05543 -2.47488  -0.09
C 2.37730 -5.93527 -1.67560  -0.10
C 2.80892 -5.52903 -0.42355  -0.09
C 2.54260 -4.24632 0.02095  -0.07
C 3.04929 -0.99894 -1.31999  -0.26
C 3.07825 -1.15000 -2.70150  -0.09
C 4.21471 -0.82575 -3.41989  -0.10
C 5.33866 -0.33771 -2.77121  -0.11
C 5.30913 -0.15779 -1.39979  -0.09
C 4.16727 -0.47774 -0.68788  -0.11
C -1.40568 -3.48986 -1.01717  -0.28
C -1.49481 -4.24854 -2.17738  -0.11
C -1.66346 -5.61815 -2.10294  -0.10
C -1.73748 -6.25039 -0.87388  -0.09
C -1.64263 -5.50128 0.28710  -0.07
C -1.47836 -4.13376 0.20885  -0.10
C -1.93048 -1.35149 -2.68730  -0.30
C -3.21927 -1.75565 -3.00850  -0.09
C -3.70995 -1.58734 -4.28853  -0.09
C -2.91991 -0.98929 -5.25695  -0.11
C -1.64431 -0.56108 -4.93773  -0.10
C -1.15003 -0.74945 -3.66019  -0.11
H -5.37792 -3.63448 0.66633  0.02
H -5.33828 -2.92776 -0.93450  0.01
H -3.99434 -3.91164 -0.37621  0.00
H -6.16447 -0.53562 0.74226  0.02
H -4.91089 0.67359 0.96753  0.01
H -5.26186 0.07392 -0.63948  0.02
H -4.81960 -1.90814 2.96103  0.02
H -3.37803 -2.89064 2.77735  0.02
H -3.23455 -1.16503 3.05699  0.01
H 5.12261 -2.55599 1.29834  0.01
H 5.44472 -0.99303 2.01759  0.00
H 5.44086 -2.42842 3.01905  0.01
H 1.81956 -3.86290 3.21621  0.00
H 3.52768 -4.02016 3.54801  0.01
H 2.51542 -3.05541 4.60281  0.02
H 2.48217 0.59100 3.26154  -0.02
H 2.14936 -0.54644 4.54451  0.01
H 3.79857 -0.02589 4.25904  0.02
H 0.84008 -3.08052 -2.63025  0.09
H 1.30175 -5.36814 -3.44247  0.10
H 2.60338 -6.93247 -2.03019  0.09
H 3.35466 -6.21364 0.21443  0.10
H 2.87650 -3.92321 0.99228  0.06
H 2.19568 -1.50609 -3.21119  0.09
H 4.23060 -0.95550 -4.49483  0.10
H 6.23056 -0.09737 -3.33709  0.10
H 6.17949 0.23272 -0.88819  0.10
H 4.10233 -0.31089 0.37452  0.06
H -1.44356 -3.76779 -3.14435  0.11
H -1.74683 -6.18946 -3.01830  0.10
H -1.87990 -7.32063 -0.82203  0.09
H -1.71435 -5.97220 1.25647  0.10
H -1.44614 -3.53589 1.10021  0.07
H -3.82528 -2.20750 -2.23926  0.07
H -4.71194 -1.91979 -4.53611  0.10
H -3.31208 -0.83896 -6.25329  0.09
H -1.03936 -0.07042 -5.68657  0.10
H -0.16081 -0.42100 -3.37980  0.07
C 3.97456 3.11714 1.66966  0.00
C 3.22169 2.40099 0.56293  -0.38
O 2.27293 1.66659 0.83121  -0.03
C 3.66894 2.63464 -0.81689  -0.16
C 2.93012 2.04291 -1.85063  -0.03
C 3.32051 2.18196 -3.16378  -0.09
C 4.44395 2.92887 -3.48390  -0.08
C 5.17451 3.53602 -2.47365  -0.09
C 4.79921 3.38994 -1.15252  -0.03
H 3.53491 2.85876 2.62983  0.07
H 3.93247 4.19649 1.52933  0.09
H 5.01734 2.80593 1.66565  0.08
H 2.04721 1.47388 -1.59092  0.09
H 2.74949 1.69827 -3.94028  0.11
H 4.74691 3.04539 -4.51518  0.10
H 6.05008 4.12602 -2.71881  0.10
H 5.39442 3.87021 -0.39050  0.10
C -0.47279 2.48177 -3.85393  -0.21
Ge -0.28277 3.73800 -2.31452  0.79
C 1.16608 5.03431 -2.91757  -0.22
C -1.87796 4.96896 -2.40896  -0.21
C 0.06618 3.09994 -0.49103  -0.39
H -0.54797 3.03882 -4.78380  0.01
H -1.35853 1.86940 -3.75139  -0.02
H 0.38431 1.82092 -3.91675  -0.01
H 0.75995 5.73248 -3.64640  -0.01
H 2.01188 4.52432 -3.36898  -0.02
H 1.53624 5.61511 -2.07564  0.00
H -2.02499 5.30300 -3.43041  0.00
H -1.71465 5.85211 -1.79683  0.01
H -2.79498 4.49729 -2.07572  -0.02
H -0.68892 3.63174 0.08846  -0.07
H 1.02603 3.54581 -0.21527  -0.06